No. 1
{"formula": "C5H8O", "method": "the ωB97M-V functional and the def2-TZVPD basis", "orbital_gap_ha": 0.3426, "fmax_ha_per_bohr": 0.00909, "relative_energy_kj_mol": 252.8, "homo_energy_ev": -8.4, "lumo_ev": 0.923, "spin_multiplicity": 1, "species": ["C", "C", "C", "C", "O", "C", "H", "H", "H", "H", "H", "H", "H", "H"], "positions_angstrom": [[1.77950, 0.03916, -0.36566], [0.57618, -0.18509, 0.57081], [-0.60527, 0.78894, 0.33839], [-1.63704, -0.08540, -0.36836], [-1.14905, -1.46266, -0.19128], [0.03898, -1.59002, 0.31894], [1.44133, 0.33628, -1.36525], [2.43637, 0.83006, 0.01009], [0.93013, -0.15820, 1.60958], [-0.31755, 1.64810, -0.27469], [-1.00046, 1.17765, 1.28166], [-1.71247, 0.08081, -1.44667], [-2.64161, -0.05988, 0.05908], [2.37423, -0.87456, -0.47423]], "forces_ev_per_angstrom": [[0.065, 0.022, -0.077], [0.061, -0.059, 0.026], [-0.043, 0.015, 0.017], [-0.042, 0.175, -0.025], [0.259, -0.204, 0.096], [-0.274, 0.364, -0.108], [0.020, -0.096, 0.123], [-0.159, -0.083, -0.040], [-0.058, -0.031, -0.188], [-0.017, -0.150, 0.075], [0.066, -0.120, -0.127], [0.068, -0.021, 0.158], [0.173, 0.038, -0.024], [-0.121, 0.151, 0.093]]}

No. 2
{"formula": "C5H8O", "method": "the ωB97M-V functional and the def2-TZVPD basis", "orbital_gap_ha": 0.3888, "smiles": "C[C@H]1C[C@H]1C=O", "fmax_ha_per_bohr": 0.05322, "relative_energy_kj_mol": 225.7, "homo_energy_ev": -9.6, "lumo_ev": 1.010, "spin_multiplicity": 1, "species": ["C", "C", "C", "C", "C", "O", "H", "H", "H", "H", "H", "H", "H", "H"], "positions_angstrom": [[1.67320, -0.07697, 0.12324], [0.31077, -0.71826, 0.38143], [-1.05933, -0.23415, 1.06551], [-0.85901, -0.23876, -0.40975], [-0.76728, 1.09122, -1.05886], [-1.22131, 1.33194, -2.15046], [1.78489, 0.92621, -0.30696], [2.43146, -0.19652, 0.92071], [1.70009, -0.78197, -0.75689], [0.49448, -1.77692, 0.53123], [-0.92923, 0.65095, 1.66718], [-1.86791, -0.89310, 1.42510], [-1.40905, -0.96927, -0.98432], [-0.28177, 1.88559, -0.44718]], "forces_ev_per_angstrom": [[-0.350, -0.779, -0.819], [-1.850, 0.347, 1.987], [1.387, -0.349, 0.403], [-0.081, -0.014, -0.731], [-0.164, 0.031, -0.354], [0.170, 0.084, 0.246], [-0.603, -0.142, 0.423], [-0.420, -0.382, -0.647], [2.036, 0.865, 0.536], [-0.549, -0.076, -0.485], [-0.327, 0.497, -0.334], [1.058, -0.032, -0.016], [-0.211, 0.051, -0.071], [-0.098, -0.102, -0.136]]}

No. 3
{"formula": "C5H8O", "method": "the ωB97M-V functional and the def2-TZVPD basis", "orbital_gap_ha": [0.2574, 0.2720], "fmax_ha_per_bohr": 0.01982, "relative_energy_kj_mol": 517.0, "homo_energy_ev": [-7.4, -7.7], "lumo_ev": [-0.387, -0.321], "spin_multiplicity": 1, "species": ["C", "C", "C", "C", "C", "O", "H", "H", "H", "H", "H", "H", "H", "H"], "positions_angstrom": [[-0.90332, -0.92417, -0.52732], [-1.19128, -0.28365, 0.81571], [0.21143, 1.73731, -0.16109], [1.29167, 0.87749, -0.25121], [1.32603, -0.51639, -0.03591], [0.45084, -1.41833, -0.41988], [-1.51329, -1.79868, -0.75883], [-0.95328, -0.20743, -1.36371], [-1.82010, 0.59992, 0.71041], [-1.57798, -0.98033, 1.55327], [0.34306, 2.71565, -0.63090], [2.31299, 1.21591, -0.46789], [-0.19426, -0.00912, 1.18473], [2.21749, -1.00818, 0.35261]], "forces_ev_per_angstrom": [[-0.147, 0.056, 0.151], [-0.294, -0.305, 0.223], [0.491, 0.101, -0.545], [-0.304, 0.007, 0.025], [0.367, -0.057, -0.531], [0.127, 0.045, 0.194], [0.163, 0.087, 0.020], [0.067, -0.021, 0.319], [0.147, -0.252, 0.229], [-0.381, -0.328, -0.070], [0.483, 0.003, -0.185], [-0.004, 0.099, 0.351], [-0.884, 0.374, 0.344], [0.170, 0.191, -0.525]]}

No. 4
{"formula": "C5H8O", "method": "the ωB97M-V functional and the def2-TZVPD basis", "orbital_gap_ha": 0.3907, "smiles": "C#CC[C@H](C)O", "fmax_ha_per_bohr": 0.05103, "relative_energy_kj_mol": 207.4, "homo_energy_ev": -9.6, "lumo_ev": 0.984, "spin_multiplicity": 1, "species": ["C", "C", "C", "C", "C", "O", "H", "H", "H", "H", "H", "H", "H", "H"], "positions_angstrom": [[1.29560, -2.39866, 1.04695], [0.37974, -1.68500, 0.75389], [-0.61936, -0.71959, 0.37557], [0.17820, 0.66190, -0.18299], [-0.85219, 1.72651, -0.51078], [0.93278, 0.37203, -1.32036], [2.05555, -3.07529, 1.30391], [-1.23920, -0.43445, 1.22119], [-1.22782, -1.09169, -0.44803], [0.82005, 0.98311, 0.65080], [-1.38736, 1.45169, -1.41710], [-0.35866, 2.67891, -0.67943], [-1.55904, 1.83560, 0.30726], [1.58172, -0.30510, -1.10088]], "forces_ev_per_angstrom": [[-0.246, 0.074, -0.114], [0.165, -0.066, 0.088], [1.149, 2.114, -1.046], [-1.453, -1.646, 1.240], [0.375, -0.263, -0.082], [0.004, 0.038, -0.224], [0.426, -0.333, 0.152], [-0.112, -0.003, 0.032], [-0.119, 0.050, 0.034], [-0.094, -0.064, -0.116], [-0.089, -0.030, -0.047], [0.018, 0.144, -0.058], [-0.050, 0.040, 0.068], [0.025, -0.056, 0.073]]}